No. 1
Density functional theory data (ωB97M-V with the def2-TZVPD basis set) for a structure of composition C16H24N5SScSi.

```
! wB97M-V def2-TZVPD RIJCOSX def2/J DEFGRID3
* xyz 2 1
Sc 0.2530 0.3679 0.3517
S 0.0301 2.7722 -0.2969
Si -1.8601 -1.0870 -0.3638
N 2.1896 -0.6824 0.7965
N 0.5492 0.3122 2.5379
N -2.4603 2.8897 -1.2583
N -0.7836 3.0441 -2.8109
N 2.6145 -0.7435 1.9639
C -1.8485 -2.9278 -0.0326
C 3.0134 -1.1379 -0.2550
C -1.1789 2.8938 -1.5553
C -0.2758 0.7891 3.4767
C 3.0966 -1.7105 -2.5863
C 4.3731 -1.4028 -0.1047
C -3.5338 3.0788 -2.2325
C 1.2278 0.1760 5.2230
C 5.0852 -1.8226 -1.2111
C -3.1860 -0.2575 0.7129
C 0.0268 0.7379 4.8285
C -2.2296 -0.7664 -2.1854
C 1.7183 -0.2338 2.9355
C 2.3743 -1.2856 -1.4857
C 2.0976 -0.3200 4.2556
C 4.4528 -1.9748 -2.4437
H -0.6734 1.1343 5.5495
H -4.1822 -0.4181 0.2925
H 3.0493 -0.7661 4.5059
H -3.2339 -1.1223 -2.4316
H 6.1420 -2.0316 -1.1199
H -3.4693 2.3265 -3.0195
H -1.2071 1.2219 3.1316
H -2.6962 2.8398 -0.2803
H 2.6103 -1.8471 -3.5418
H -2.8283 -3.3483 -0.2745
H -2.1805 0.2917 -2.4556
H -3.4947 4.0802 -2.6633
H 1.2962 -1.1414 -1.5812
H 0.2006 3.1078 -3.0124
H -4.4838 2.9563 -1.7228
H -1.6423 -3.1574 1.0140
H 1.4923 0.1224 6.2705
H -1.5304 -1.3046 -2.8292
H 4.8512 -1.2706 0.8553
H -1.4326 3.2444 -3.5572
H 5.0255 -2.3050 -3.2997
H -3.1834 -0.6992 1.7127
H -3.0662 0.8243 0.8411
H -1.1090 -3.4471 -0.6445
*
```

gap between HOMO and LUMO = 5.93 eV
relative energy (zero: lowest compared OMol25 entry of this formula, charge and spin) = 0.0 kcal/mol
LUMO energy = -7.83 eV
HOMO = -0.506 Eh


No. 2
Density functional theory data (ωB97M-V with the def2-TZVPD basis set) for a cluster of 4 separate species, C16H24O12 in total in a non-equilibrium geometry.

```
! wB97M-V def2-TZVPD RIJCOSX def2/J DEFGRID3
* xyz -1 2
O -3.7943 -7.6106 1.1834
O 2.7473 -1.3330 -2.8851
O -2.6377 7.0537 -1.7716
O 4.7328 -0.0780 -2.8730
O -3.8197 -7.8096 3.3363
O -5.6009 -8.6404 2.1603
O -1.2378 -2.9986 0.2796
O 2.8116 0.7615 -2.0696
O -1.2751 7.1070 0.0022
O -2.9737 8.6532 -0.1248
O 0.5673 -1.9765 1.0389
O -0.5097 -0.9699 -0.5984
C 5.0760 1.2390 -2.5914
C 3.3072 -0.2226 -2.7678
C -2.5683 -7.0006 1.6489
C -0.7445 6.0694 -0.8556
C -0.6327 4.8110 0.0494
C 3.8026 1.7702 -1.8458
C -2.3455 7.6595 -0.6192
C -2.6444 -5.5329 1.2735
C -2.5811 -7.1748 3.1445
C 0.3506 0.0485 -0.0646
C -0.5145 -1.9947 0.2842
C 1.3784 -0.8883 0.6637
C -4.4855 -8.0267 2.1861
C -0.3641 1.0897 0.8839
C -1.7459 5.9809 -1.8596
C 4.1224 1.8083 -0.3094
H 4.9936 2.4370 -0.1257
H -2.2028 5.0213 -2.1016
H 0.9148 0.5815 -0.8299
H -2.3626 -5.1624 0.2879
H -0.5489 0.9427 1.9480
H 5.1714 1.9176 -3.4391
H -1.7141 -7.8022 3.3511
H 4.4567 0.8144 -0.0120
H 0.3506 4.7244 0.5119
H 3.3057 2.1522 0.3253
H 5.8660 1.2194 -1.8407
H 2.0709 -1.3369 -0.0486
H -1.1505 6.1040 -2.7643
H -3.6767 -5.1832 1.2883
H -2.5384 -6.2907 3.7807
H -1.3534 1.2400 0.4516
H -1.7761 -7.6451 1.2680
H -0.6273 3.8590 -0.4814
H -1.9233 -4.8465 1.7173
H 1.8345 -0.3642 1.5036
H -1.5084 4.6795 0.6850
H 0.2931 1.9585 0.9199
H 0.2349 6.4083 -1.1934
H 3.4699 2.7763 -2.1010
*
```

gap between HOMO and LUMO (alpha / beta) = 2.31 / 10.80 eV
LUMO energy (alpha / beta) = 2.23 / 2.21 eV
<S²> = 0.75
HOMO (alpha / beta) = -0.003 / -0.316 Eh


No. 3
Density functional theory data (ωB97M-V with the def2-TZVPD basis set) for a cluster of 4 separate species, C16H24O12 in total in a non-equilibrium geometry.

```
! wB97M-V def2-TZVPD RIJCOSX def2/J DEFGRID3
* xyz 0 1
O 0.3099 -1.4292 0.9179
O 1.1740 -3.6261 -2.8102
O 3.3690 1.5253 -1.6920
O -0.8512 -4.5449 -2.7908
O -0.6856 0.2173 1.9889
O -5.4533 4.7910 5.8137
O -4.1407 5.3179 4.0706
O -0.6685 -2.3321 -2.8297
O -5.2081 3.3909 4.1031
O 2.9003 -0.4558 -2.5483
O -0.5536 -1.7969 2.9578
O 2.1281 1.3790 -3.5667
C 0.0508 -5.6418 -2.6046
C 1.4154 -5.0392 -2.8893
C -0.3845 -6.8257 -3.4278
C -2.5370 5.0975 2.3610
C 0.3438 -0.3267 -0.0046
C 4.0692 0.9773 0.5207
C 2.7352 0.8684 -2.6949
C -4.3189 3.3128 2.9829
C -3.9678 4.7850 2.7420
C -0.5462 0.7212 0.6695
C 3.6916 -0.7226 -1.3950
C -4.9876 4.5233 4.7537
C 4.2343 0.6253 -0.9566
C -0.1408 -3.3910 -2.7830
C -0.3140 -1.0859 2.0307
C 0.0176 2.1315 0.7687
H -1.4886 0.7422 0.1127
H 3.8946 2.0415 0.6674
H -0.1516 -6.6992 -4.4839
H 3.0898 -1.1395 -0.5879
H -1.4195 -7.0352 -3.1616
H 0.3055 2.5428 -0.1968
H 0.9467 2.0787 1.3498
H 3.2353 0.4642 1.0027
H 0.1375 -7.7464 -3.1470
H -0.6146 2.7604 1.3917
H 1.3686 0.0109 -0.1364
H -4.8791 2.9371 2.1277
H -1.7858 4.6059 2.9746
H -0.0840 -0.6421 -0.9533
H 5.2473 0.8987 -1.2502
H 1.7446 -5.1873 -3.9220
H -3.4774 2.6470 3.1626
H -4.6441 5.2387 2.0166
H 4.9817 0.7051 1.0533
H 4.4326 -1.4619 -1.6872
H 2.1853 -5.4389 -2.2347
H -2.3728 6.1739 2.4637
H 0.0149 -5.9045 -1.5425
H -2.3483 4.9618 1.2930
*
```

gap between HOMO and LUMO = 11.15 eV
SMILES = C[C@H]1COC(=O)O1.C[C@H]1COC(=O)O1.C[C@H]1COC(=O)O1.C[C@H]1COC(=O)O1
relative energy (zero: lowest compared OMol25 entry of this formula, charge and spin) = 12.4 kcal/mol
LUMO energy = 0.38 eV
HOMO = -0.396 Eh